i | Formula: C5H26N2O8
Source: the Open Molecules 2025 dataset
Level of theory: ωB97M-V/def2-TZVPD

Output
Molar mass, u: 242.3
Frontier orbital gap, eV: 9.7583

```
41
Properties=species:S:1:pos:R:3:nbo_charge:R:1
C -1.82 -2.42 0.33 -0.21
C -1.37 -1.48 -0.82 -0.47
C -0.27 -0.56 -0.39 0.15
C 1.02 -0.77 -0.69 -0.45
C -0.99 0.70 1.46 -0.01
N -0.68 0.64 0.24 -0.50
N -0.80 -3.37 0.75 -0.87
H -2.71 -2.95 -0.01 0.20
H -2.11 -1.79 1.17 0.19
H -1.09 -2.05 -1.71 0.22
H -2.25 -0.90 -1.11 0.22
H 1.31 -1.65 -1.25 0.21
H 1.81 -0.12 -0.36 0.22
H -0.90 -0.09 2.22 0.23
H -1.30 1.68 1.84 0.16
H -0.66 -4.11 0.08 0.36
H 0.10 -2.94 0.91 0.39
H 2.47 -1.26 1.59 0.52
H 2.67 -2.60 2.32 0.48
O 2.01 -2.11 1.83 -1.00
H -0.15 2.59 0.81 0.48
H -0.10 3.37 -0.49 0.51
O 0.28 3.36 0.40 -0.97
H -2.03 0.83 -3.89 0.50
H -3.44 0.19 -3.81 0.47
O -2.97 1.04 -3.73 -0.99
H 0.12 -0.02 -2.91 0.48
H -0.45 1.37 -2.70 0.50
O -0.28 0.69 -3.40 -0.98
H -1.56 1.67 -0.68 0.49
H -2.29 2.22 -2.00 0.51
O -1.48 2.29 -1.44 -1.02
H 1.99 2.90 0.48 0.51
H 3.18 3.33 1.33 0.48
O 2.95 2.69 0.65 -0.99
H 0.57 -1.83 2.89 0.50
H -0.72 -2.63 3.04 0.48
O -0.32 -1.82 3.33 -0.99
H 4.33 -0.01 0.88 0.48
H 3.25 1.07 1.13 0.52
O 3.53 0.16 1.36 -1.00
```

***

ii | Formula: C5H26N2O8
Source: the Open Molecules 2025 dataset
Level of theory: ωB97M-V/def2-TZVPD

Output
Molar mass, u: 242.3
Frontier orbital gap, eV: 9.1855

```
41
Properties=species:S:1:pos:R:3:nbo_charge:R:1
C -2.17 0.71 -1.58 -0.44
N -1.38 -0.62 -1.61 -0.67
C -0.64 -0.78 -0.32 -0.13
C -0.14 -2.15 0.22 -0.41
C 0.95 -2.94 -0.50 -0.23
N 2.35 -2.84 -0.07 -0.87
C 0.53 0.30 -0.21 0.47
O 1.44 0.12 -1.09 -0.64
H -3.27 0.62 -1.72 0.19
H -1.91 1.20 -2.63 0.20
H -2.24 1.16 -0.52 0.22
H -0.56 -0.52 -2.39 0.37
H -1.51 -0.48 0.37 0.19
H 0.01 -1.95 1.44 0.23
H -1.05 -2.74 0.17 0.21
H 1.04 -2.52 -1.53 0.21
H 0.64 -3.95 -0.38 0.19
H 2.82 -3.45 0.52 0.37
H 2.89 -2.44 -0.73 0.36
H 0.58 1.12 0.51 0.15
H 1.70 1.52 -2.05 0.50
H 2.06 2.90 -2.67 0.48
O 1.35 2.28 -2.58 -0.99
H 3.06 1.10 1.54 0.49
H 3.56 0.17 0.23 0.50
O 3.67 1.02 0.81 -0.98
H 0.41 -0.05 3.55 0.48
H -0.72 -0.76 4.19 0.47
O -0.51 -0.15 3.46 -0.95
H 1.74 2.57 3.00 0.49
H 0.30 1.82 2.82 0.51
O 1.23 1.78 2.86 -1.01
H -1.92 1.27 1.90 0.49
H -0.56 1.91 1.45 0.47
O -1.30 2.04 2.09 -0.94
H -3.14 -2.25 -1.01 0.46
H -3.07 -1.37 -2.33 0.50
O -3.58 -1.91 -1.71 -0.96
H -1.52 3.26 -0.95 0.49
H -0.31 2.49 -1.68 0.51
O -0.82 2.53 -0.87 -0.99
```

***

Which of them is the most stable? Correct choice: i.

***

i | Formula: C3H14NO4
Source: the Open Molecules 2025 dataset
Level of theory: ωB97M-V/def2-TZVPD

Output
Molar mass, u: 128.1
Net charge: +1
Frontier orbital gap, eV: 10.3591

```
22
Properties=species:S:1:pos:R:3:nbo_charge:R:1
C 1.56 -0.61 1.31 -0.21
C 1.98 0.71 0.65 -0.53
C 0.97 1.13 -0.41 0.45
O 0.68 0.41 -1.33 -0.55
N 1.23 -1.62 0.26 -0.68
H 0.72 -0.56 1.99 0.26
H 2.47 -0.92 1.81 0.23
H 2.91 0.53 0.10 0.24
H 2.02 1.51 1.38 0.26
H 0.34 2.03 -0.27 0.15
H 0.35 -1.34 -0.19 0.46
H 1.09 -2.57 0.59 0.46
H 1.93 -1.64 -0.48 0.44
H -1.10 -3.95 0.84 0.49
H -1.57 -2.55 1.11 0.48
O -0.87 -3.16 1.36 -0.96
H -2.26 -0.27 1.85 0.49
H -2.06 0.94 0.94 0.49
O -1.61 0.16 1.28 -0.98
H -3.51 4.28 -3.87 0.47
H -2.52 3.82 -4.91 0.47
O -2.77 3.68 -4.00 -0.94
```

***

ii | Formula: C3H14NO4
Source: the Open Molecules 2025 dataset
Level of theory: ωB97M-V/def2-TZVPD

Output
Molar mass, u: 128.1
Net charge: +1
Frontier orbital gap, eV: 11.0927

```
22
Properties=species:S:1:pos:R:3:nbo_charge:R:1
O 1.25 -1.51 1.22 -0.48
C 1.54 -0.48 0.67 0.40
C 0.79 0.79 0.99 -0.32
N 0.04 1.26 -0.28 -0.55
C -0.37 2.66 -0.18 -0.44
H 2.36 -0.42 -0.04 0.16
H 0.08 0.69 1.81 0.25
H 1.52 1.58 1.20 0.23
H 0.63 0.99 -1.09 0.47
H -0.80 0.65 -0.38 0.48
H 0.44 3.27 0.27 0.23
H -1.35 2.71 0.32 0.24
H -0.66 3.07 -1.16 0.24
H 1.52 0.01 -3.17 0.51
H 0.86 -1.04 -2.25 0.50
O 1.32 -0.19 -2.25 -0.97
H -2.47 -1.79 2.06 0.50
H -0.99 -2.03 1.93 0.51
O -1.70 -1.52 1.52 -0.98
H -2.04 -1.11 -0.16 0.52
H -2.05 -1.26 -1.81 0.51
O -1.82 -0.73 -1.03 -1.02
```

***

Which of them is the most stable? Correct choice: ii.

***

i | Formula: C2H6O2S2
Source: the Open Molecules 2025 dataset
Level of theory: ωB97M-V/def2-TZVPD

Output
Molar mass, u: 126.2
Frontier orbital gap, eV: 9.8182

```
12
Properties=species:S:1:pos:R:3:nbo_charge:R:1
C -1.75 -2.37 0.19 -0.71
S -0.42 -1.08 -0.18 0.05
S -0.51 0.36 1.20 -0.13
H -1.59 -2.57 1.25 0.23
H -2.68 -1.98 -0.17 0.23
H -1.50 -3.31 -0.34 0.23
H 0.00 -0.21 2.26 0.12
O 2.22 2.00 -2.14 -0.51
C 2.11 2.35 -1.00 0.64
O 0.83 2.71 -0.59 -0.75
H 2.85 2.23 -0.20 0.12
H 0.43 1.87 -0.29 0.49
```

***

ii | Formula: C2H6O2S2
Source: the Open Molecules 2025 dataset
Level of theory: ωB97M-V/def2-TZVPD

Output
Molar mass, u: 126.2
Frontier orbital gap, eV: 8.6229

```
12
Properties=species:S:1:pos:R:3:nbo_charge:R:1
C -2.25 -0.58 0.28 -0.67
C -1.29 0.35 -0.22 -0.47
O 0.98 1.48 -0.28 -0.97
O 2.99 -0.15 -1.01 -0.86
S 0.11 0.62 0.54 1.16
S 2.90 -0.76 0.54 0.27
H -1.92 -1.03 1.22 0.23
H -3.18 0.05 0.44 0.24
H -2.61 -1.45 -0.41 0.24
H -1.23 0.69 -1.18 0.23
H 3.36 0.37 1.07 0.09
H 2.14 0.42 -0.99 0.50
```

***

Which of them is the most stable? Correct choice: i.

***

i | Formula: C2H6O2S2
Source: the Open Molecules 2025 dataset
Level of theory: ωB97M-V/def2-TZVPD

Output
Molar mass, u: 126.2
Frontier orbital gap, eV: 9.1267

```
12
Properties=species:S:1:pos:R:3:nbo_charge:R:1
C 0.30 2.25 0.61 -0.74
S 0.71 1.20 2.05 0.06
S 1.80 -0.35 1.30 -0.14
H 1.28 2.52 0.25 0.22
H -0.19 3.17 0.99 0.23
H -0.33 1.74 -0.12 0.23
H 0.77 -1.17 1.30 0.14
O -1.02 -2.66 0.00 -0.53
C -1.12 -2.16 -1.08 0.63
O -0.60 -0.89 -1.24 -0.69
H -1.47 -2.71 -1.96 0.12
H -0.15 -0.95 -2.10 0.48
```

***

ii | Formula: C2H6O2S2
Source: the Open Molecules 2025 dataset
Level of theory: ωB97M-V/def2-TZVPD

Output
Molar mass, u: 126.2
Frontier orbital gap, eV: 9.6895

```
12
Properties=species:S:1:pos:R:3:nbo_charge:R:1
C 0.60 -0.19 0.79 -0.62
C -0.88 0.30 -0.02 0.42
O -1.43 1.40 0.60 -0.71
O -0.54 0.77 -1.30 -0.77
S 1.80 -0.72 -0.39 -0.02
S -1.86 -1.25 0.02 -0.07
H 0.29 -1.02 1.46 0.26
H 1.01 0.84 1.03 0.26
H -2.36 1.55 0.32 0.49
H 0.27 0.48 -1.79 0.50
H 2.33 0.45 -0.90 0.13
H -3.06 -0.72 0.01 0.11
```

***

Which of them is the most stable? Correct choice: i.

***

i | Formula: C8H12N2
Source: the Open Molecules 2025 dataset
Level of theory: ωB97M-V/def2-TZVPD

Output
Molar mass, u: 136.2
Frontier orbital gap, eV: 7.7843

```
22
Properties=species:S:1:pos:R:3:nbo_charge:R:1
C 0.14 0.28 1.73 0.13
C 0.43 0.25 -1.64 0.12
C 0.81 -0.73 1.23 0.13
C -0.46 1.00 -1.20 0.12
C -0.79 0.96 2.65 -0.67
C 1.14 -0.79 -2.49 -0.66
C 0.91 -2.14 0.89 -0.68
C -1.80 1.61 -1.18 -0.65
N 1.19 0.63 0.65 -0.31
N 0.89 1.18 -0.54 -0.30
H -0.88 0.45 3.56 0.24
H -1.79 0.85 2.25 0.23
H -0.41 1.88 2.93 0.24
H 0.43 -1.47 -3.02 0.23
H 1.73 -1.45 -1.79 0.23
H 1.84 -0.26 -3.18 0.24
H 1.20 -2.44 -0.12 0.23
H 0.02 -2.65 1.13 0.23
H 1.69 -2.64 1.34 0.23
H -1.59 2.67 -1.21 0.23
H -2.30 1.52 -0.03 0.22
H -2.41 1.30 -1.98 0.23
```

***

ii | Formula: C8H12N2
Source: the Open Molecules 2025 dataset
Level of theory: ωB97M-V/def2-TZVPD

Output
Molar mass, u: 136.2
Frontier orbital gap, eV: 9.2499

```
22
Properties=species:S:1:pos:R:3:nbo_charge:R:1
C 3.05 -0.45 0.43 -0.60
C 1.78 -1.23 -0.33 -0.41
C 0.57 -0.57 -0.24 0.20
C -0.61 -1.20 -0.25 -0.32
C -1.72 -0.41 -0.05 0.11
C -3.19 -0.99 0.20 -0.63
C -1.48 1.03 0.01 -0.35
C -0.22 1.51 -0.19 0.38
H 3.65 -1.23 0.72 0.20
H 2.75 -0.02 1.39 0.20
H 3.40 0.47 -0.15 0.23
H 2.06 -1.34 -1.43 0.23
H 1.77 -2.35 0.01 0.20
H -0.55 -2.29 -0.29 0.22
H -3.20 -2.08 0.42 0.22
H -3.84 -0.73 -0.65 0.22
H -3.51 -0.37 0.97 0.22
H -2.24 1.81 0.07 0.21
H -0.55 3.63 -0.23 0.38
H 1.12 3.14 -0.09 0.40
N 0.13 2.90 0.01 -0.84
N 0.84 0.75 -0.33 -0.48
```

***

Which of them is the most stable? Correct choice: ii.